{
  "formula": "C11H42BF4N8O9",
  "method": "the ωB97M-V functional and the def2-TZVPD basis",
  "homo_energy_ev": -7.72,
  "e_above_lowest_ev": 1.873,
  "homo_lumo_gap_ha": 0.362,
  "total_energy_ev": -53989.6258,
  "largest_force_ev_per_a": 9.5,
  "total_charge": -1,
  "elements": ["B", "F", "F", "F", "F", "C", "O", "N", "N", "H", "H", "H", "H", "C", "O", "N", "N", "H", "H", "H", "H", "C", "O", "N", "N", "H", "H", "H", "H", "C", "C", "C", "O", "C", "N", "H", "H", "H", "H", "H", "H", "H", "H", "H", "H", "H", "C", "C", "C", "O", "C", "N", "H", "H", "H", "H", "H", "H", "H", "H", "H", "H", "H", "O", "H", "H", "O", "H", "H", "O", "H", "H", "O", "H", "H"],
  "coordinates": [[8.67392, -5.59145, -34.53176], [8.90308, -4.58989, -35.39037], [9.55236, -5.77134, -33.57880], [7.43288, -5.34873, -34.04924], [8.69059, -6.82258, -35.20510], [14.44665, -7.07326, -36.47598], [13.92395, -7.17970, -37.51491], [14.73058, -5.89055, -35.97514], [14.85977, -8.00897, -35.68943], [15.17293, -5.88126, -35.06720], [14.36797, -5.08746, -36.46876], [15.41887, -7.76668, -34.88394], [14.82400, -8.95535, -36.04040], [11.36956, -2.02314, -29.65514], [11.55466, -1.25832, -28.68574], [10.35959, -1.89714, -30.50466], [12.19490, -2.98276, -30.14165], [9.80890, -1.10298, -30.21116], [10.08138, -2.57386, -31.20090], [12.95397, -3.21941, -29.51883], [11.90075, -3.67311, -30.81767], [7.87995, 1.20660, -40.28896], [8.16687, 0.18883, -40.93704], [7.58204, 1.14397, -39.08595], [7.77277, 2.39104, -40.79552], [7.54170, 0.21149, -38.70000], [8.12378, 1.89075, -38.67494], [7.65603, 3.09373, -40.07950], [7.85682, 2.60022, -41.78004], [3.31863, 0.60845, -32.98119], [3.42102, 0.05475, -31.55463], [3.35472, 1.19110, -30.53380], [4.58636, 1.90103, -30.56718], [4.70455, 2.69285, -29.38662], [2.23704, -0.75031, -31.43162], [3.42790, -0.17359, -33.73256], [4.15190, 1.19352, -33.37037], [2.44637, 1.16806, -33.31895], [4.23858, -0.63336, -31.33965], [3.11111, 0.83154, -29.53406], [2.51881, 1.86715, -30.71357], [5.59834, 3.31455, -29.33441], [4.82051, 2.12610, -28.46280], [3.84677, 3.36538, -29.38972], [1.37545, -0.39687, -31.82257], [2.03495, -1.02456, -30.48081], [10.10194, -14.13022, -32.72742], [11.52539, -13.64498, -32.89440], [12.02961, -13.75977, -34.33512], [13.42216, -13.55745, -34.39757], [14.11173, -14.41674, -35.25466], [11.58014, -12.28765, -32.38725], [9.94691, -15.20536, -32.81764], [9.40642, -13.74556, -33.47334], [9.80483, -13.87864, -31.70932], [12.10369, -14.26384, -32.20835], [11.34342, -13.12974, -34.90108], [11.82535, -14.78008, -34.65968], [13.75163, -14.49352, -36.28059], [14.08532, -15.39986, -34.78468], [15.17539, -14.23144, -35.40428], [10.86198, -11.75019, -32.85142], [12.37632, -11.90685, -32.87836], [7.85600, -7.05409, -28.77629], [7.27717, -7.74101, -29.10694], [8.11036, -6.55913, -29.55508], [8.76730, -6.43703, -39.80037], [8.73688, -6.56705, -38.85253], [7.93722, -6.00926, -40.01069], [5.12766, -10.09814, -31.38439], [4.91415, -10.75010, -32.05193], [5.22543, -9.27964, -31.87093], [2.50443, -5.43069, -34.64193], [2.15597, -4.80174, -34.01010], [3.45424, -5.32624, -34.58564]]
}